1.
129
Properties=species:S:1:pos:R:3:lowdin_charge:R:1 method="wB97M-V/def2-TZVPD" gap_ev=3.946 homo_ev=-7.20
In 0.027 0.215 -0.335 1.3082
C 2.405 -0.336 3.786 -0.1006
C 3.140 -0.416 2.474 -0.4237
O 2.322 -0.692 1.373 -0.2821
H 1.624 -1.079 3.953 0.0459
H 1.962 0.651 3.912 0.0454
H 2.982 -0.528 4.691 0.0699
H 3.863 -1.218 2.625 0.0896
H 3.618 0.559 2.376 0.0873
C 2.125 2.178 -4.704 -0.0888
C 0.704 2.256 -3.988 -0.4085
O 0.432 1.149 -3.179 -0.2536
H 2.234 2.884 -5.527 0.0583
H 2.223 1.176 -5.121 0.0422
H 2.959 2.305 -4.015 0.0469
H 0.041 2.440 -4.833 0.0849
H 0.644 3.229 -3.500 0.0866
C -3.771 -2.163 0.314 -0.0850
C -3.468 -1.293 1.528 -0.3855
O -2.400 -0.362 1.374 -0.2473
H -4.524 -2.909 0.569 0.0691
H -2.948 -2.865 0.176 0.0495
H -4.024 -1.617 -0.594 0.0549
H -3.200 -2.075 2.239 0.0815
H -4.346 -0.715 1.818 0.1024
F -3.735 4.366 1.859 0.0554
C -4.462 3.870 0.833 -0.2636
C -4.588 2.513 0.599 0.0063
C -5.454 1.990 -0.360 -0.0624
C -6.196 2.883 -1.140 -0.1087
C -6.070 4.238 -0.930 -0.0982
C -5.212 4.758 0.050 -0.0211
H -4.018 1.831 1.213 0.1069
H -5.531 0.940 -0.602 0.1004
H -6.879 2.509 -1.888 0.1000
H -6.595 4.915 -1.587 0.0999
H -5.229 5.829 0.190 0.1099
F 3.629 -5.006 -1.387 0.0661
C 4.066 -5.109 -0.136 -0.2855
C 4.728 -6.287 0.225 -0.0299
C 5.180 -6.483 1.491 -0.0820
C 4.855 -5.484 2.425 -0.0792
C 4.084 -4.348 2.134 -0.0742
C 3.718 -4.166 0.832 -0.0468
H 4.865 -7.047 -0.530 0.1155
H 5.677 -7.406 1.752 0.1065
H 5.219 -5.643 3.430 0.0952
H 3.930 -3.611 2.909 0.0993
H 3.250 -3.277 0.437 0.0994
C 3.278 -1.201 -3.877 -0.0182
C 3.120 -1.644 -2.458 -0.4584
O 1.997 -1.727 -1.968 0.0324
C 4.412 -1.952 -1.729 -0.0189
H 2.366 -1.344 -4.457 0.0655
H 4.076 -1.751 -4.376 0.0891
H 3.589 -0.160 -3.965 0.0707
H 4.695 -2.996 -1.863 0.0783
H 4.178 -1.846 -0.670 0.0656
H 5.239 -1.323 -2.057 0.0859
C 0.112 5.199 -0.307 -0.0131
C -0.917 4.281 -0.803 -0.4976
O -0.906 3.133 -0.415 0.0223
C -1.997 4.790 -1.742 0.0069
H -0.320 5.864 0.441 0.0962
H 0.547 5.828 -1.084 0.0874
H 0.923 4.540 0.003 0.0701
H -1.428 5.194 -2.580 0.0882
H -2.569 5.547 -1.206 0.0827
H -2.662 3.978 -2.036 0.0571
C 0.384 -3.355 2.692 0.0164
C 0.114 -3.522 1.191 -0.4491
O -0.311 -2.633 0.444 -0.0188
C 0.523 -4.794 0.565 -0.0229
H 0.014 -2.362 2.945 0.0598
H 1.472 -3.349 2.742 0.0687
H -0.155 -4.170 3.177 0.0936
H -0.292 -5.513 0.493 0.0992
H 1.287 -5.261 1.187 0.0759
H 0.942 -4.497 -0.396 0.0776
C 4.519 1.341 -1.004 0.0042
C 3.546 2.417 -0.486 -0.4292
O 2.307 2.271 -0.503 -0.0087
C 4.158 3.538 0.264 -0.0310
H 5.400 1.833 -1.414 0.0838
H 3.999 0.822 -1.810 0.0599
H 4.790 0.643 -0.212 0.0885
H 4.679 3.251 1.177 0.0953
H 3.394 4.263 0.546 0.0698
H 4.732 4.199 -0.386 0.0877
C -0.073 -2.572 -4.325 -0.0118
C -0.870 -2.741 -3.027 -0.4463
O -1.139 -1.748 -2.338 -0.0097
C -1.263 -4.132 -2.646 -0.0074
H 0.943 -2.941 -4.185 0.0694
H -0.005 -1.503 -4.529 0.0800
H -0.556 -3.160 -5.104 0.0794
H -2.094 -4.012 -1.951 0.0830
H -0.387 -4.618 -2.216 0.0779
H -1.562 -4.787 -3.464 0.0818
C -3.400 -1.257 5.745 -0.0177
C -2.575 -0.014 5.370 -0.4516
O -2.887 1.129 5.667 0.0491
C -1.295 -0.280 4.578 -0.0197
H -2.960 -1.889 6.517 0.0817
H -3.714 -1.709 4.803 0.0694
H -4.341 -0.937 6.191 0.0740
H -0.655 -0.829 5.269 0.0819
H -0.614 0.505 4.250 0.0665
H -1.513 -0.923 3.725 0.0523
C -3.339 2.038 -3.748 -0.0163
C -3.422 0.828 -2.856 -0.4691
O -2.630 0.663 -1.919 -0.0007
C -4.300 -0.262 -3.387 -0.0124
H -3.454 1.858 -4.817 0.0895
H -2.429 2.615 -3.584 0.0636
H -4.113 2.695 -3.351 0.0769
H -4.976 0.252 -4.071 0.0761
H -4.915 -0.705 -2.604 0.0717
H -3.683 -1.048 -3.824 0.0928
C 1.404 3.499 3.498 -0.0110
C 0.186 2.994 2.792 -0.4932
O 0.165 2.037 2.078 0.0148
C -1.162 3.602 3.240 -0.0048
H 2.281 3.302 2.881 0.0725
H 1.439 2.975 4.453 0.0938
H 1.374 4.586 3.580 0.0848
H -1.109 3.898 4.287 0.0818
H -2.085 3.036 3.118 0.0732
H -1.360 4.475 2.617 0.0641

=====

2.
150
Properties=species:S:1:pos:R:3:lowdin_charge:R:1 method="wB97M-V/def2-TZVPD" gap_ev=7.104 homo_ev=-11.52 total_charge=+1
C 4.377 -2.927 -2.117 0.0018
C 3.803 -1.578 -2.469 -0.3253
C 4.083 -1.191 -3.911 -0.0337
O 2.799 -0.903 -4.533 -0.0412
C 2.720 0.141 -5.362 -0.5567
O 3.542 0.458 -6.164 0.1690
C 1.428 0.885 -5.203 -0.2845
S 0.029 -0.217 -5.490 1.1328
N -0.723 -0.087 -3.913 -0.2319
C -0.585 -1.157 -3.068 -0.1508
C 0.173 -2.353 -3.524 -0.1449
C -0.618 -3.274 -4.491 -0.1784
C -0.360 -4.750 -4.246 -0.1834
C -0.973 -5.392 -2.999 -0.2037
C -2.430 -5.076 -2.751 -0.2856
N -2.867 -5.616 -1.446 0.0291
C -1.191 -1.096 -1.814 -0.0562
C -1.078 -2.343 -0.967 -0.0541
C 0.282 -2.559 -0.299 -0.3329
F 0.731 -3.841 -0.607 -0.0801
C -1.876 0.076 -1.422 -0.1177
C -2.599 0.073 -0.109 -0.1292
C -1.776 0.373 1.177 -0.1418
C -0.278 0.723 1.031 -0.1481
C 0.104 2.006 1.752 -0.1920
O 1.376 1.814 2.393 -0.0540
C 1.948 3.010 2.700 -0.3406
O 1.798 3.565 3.735 0.1407
C -1.958 1.205 -2.279 -0.0874
Si -2.922 2.806 -1.605 0.6026
C -4.722 2.544 -2.017 -0.1557
C -2.703 2.982 0.253 -0.1519
C -2.241 4.458 -2.173 -0.1689
C -1.421 1.059 -3.556 -0.2006
P -1.808 2.414 -4.761 0.4366
O -3.166 2.852 -4.437 -0.2400
O -1.605 1.992 -6.267 -0.1378
O -0.651 3.469 -4.626 -0.0751
O 4.360 -0.545 -1.636 0.0287
C 4.098 -0.612 -0.299 -0.5462
O 4.953 -0.475 0.507 0.1702
C 2.639 -0.763 0.085 -0.3949
S 2.335 -2.235 1.093 0.9077
H 5.440 -2.967 -2.332 0.1065
H 4.247 -3.149 -1.061 0.0761
H 3.860 -3.698 -2.680 0.0965
H 2.722 -1.599 -2.330 0.1181
H 4.725 -0.323 -3.976 0.1431
H 4.528 -2.027 -4.435 0.1424
H 1.357 1.266 -4.189 0.1036
H 1.391 1.691 -5.925 0.1012
H 0.460 -2.944 -2.664 0.0954
H 1.102 -2.044 -3.981 0.0818
H -0.273 -3.056 -5.496 0.0931
H -1.677 -3.032 -4.483 0.1142
H 0.714 -4.922 -4.240 0.1199
H -0.746 -5.279 -5.115 0.1196
H -0.901 -6.467 -3.140 0.1244
H -0.384 -5.132 -2.120 0.0782
H -3.034 -5.554 -3.518 0.1174
H -2.619 -4.001 -2.801 0.0854
H -3.547 -5.007 -1.013 0.0666
H -2.084 -5.665 -0.804 0.0290
H -1.196 -3.193 -1.629 0.0818
H -1.869 -2.437 -0.242 0.1210
H 0.203 -2.503 0.779 0.0699
H 1.034 -1.850 -0.638 0.0276
H -3.450 0.741 -0.137 0.0801
H -3.049 -0.905 -0.017 0.1138
H -1.888 -0.465 1.856 0.1220
H -2.267 1.200 1.671 0.0773
H 0.038 0.818 -0.006 0.1095
H 0.329 -0.042 1.496 0.0951
H -0.631 2.272 2.507 0.1361
H 0.180 2.832 1.044 0.1204
H 2.547 3.430 1.884 0.1521
H -5.165 3.496 -2.289 0.0479
H -4.835 1.885 -2.869 0.0278
H -5.255 2.115 -1.173 0.0348
H -1.744 2.591 0.579 -0.0034
H -3.492 2.498 0.818 0.0526
H -2.718 4.037 0.498 0.0489
H -2.691 4.827 -3.081 0.0324
H -1.158 4.435 -2.268 0.0304
H -2.450 5.165 -1.377 0.0332
H -2.258 1.333 -6.541 0.0984
H 0.187 3.155 -4.272 0.0831
H 2.408 0.089 0.716 0.0726
H 1.973 -0.757 -0.768 0.0519
H 1.817 -2.981 0.118 -0.1147
C -0.055 -6.465 0.936 -0.0402
O -1.317 -6.647 1.580 -0.0025
C -1.290 -6.409 2.897 -0.6254
O -0.323 -6.046 3.513 0.1294
O -2.503 -6.626 3.384 0.0108
C -2.623 -6.422 4.800 -0.0205
H -0.228 -6.670 -0.118 0.0814
H 0.296 -5.447 1.064 0.0769
H 0.688 -7.159 1.325 0.1068
H -2.386 -5.392 5.058 0.0961
H -1.972 -7.104 5.343 0.0944
H -3.658 -6.638 5.041 0.0965
C -0.692 -11.522 5.171 -0.0372
O -1.317 -11.934 6.388 0.0092
C -1.994 -10.975 7.013 -0.6273
O -2.108 -9.836 6.636 0.1108
O -2.521 -11.486 8.120 0.0103
C -3.282 -10.560 8.901 -0.0347
H -0.188 -12.403 4.788 0.0941
H -1.436 -11.177 4.455 0.0958
H 0.031 -10.731 5.360 0.0965
H -4.124 -10.178 8.328 0.0964
H -2.656 -9.733 9.231 0.0970
H -3.638 -11.123 9.757 0.0948
C 9.960 2.889 -4.079 -0.0311
O 8.830 3.286 -4.865 0.0076
C 8.155 2.278 -5.406 -0.6289
O 8.408 1.107 -5.281 0.1200
O 7.137 2.778 -6.106 0.0078
C 6.344 1.784 -6.760 -0.0420
H 10.398 3.811 -3.712 0.0947
H 9.645 2.266 -3.244 0.0970
H 10.680 2.350 -4.690 0.0988
H 5.920 1.098 -6.035 0.0648
H 6.940 1.230 -7.482 0.1037
H 5.548 2.318 -7.269 0.0932
C -2.906 9.844 1.654 -0.0253
O -2.783 8.485 2.096 0.0042
C -1.535 8.082 2.313 -0.6428
O -0.541 8.746 2.182 0.1212
O -1.571 6.804 2.695 0.0004
C -0.286 6.235 2.964 -0.0387
H -3.970 10.013 1.525 0.0972
H -2.509 10.532 2.397 0.0870
H -2.386 9.986 0.709 0.0992
H 0.216 6.760 3.772 0.0972
H 0.338 6.257 2.072 0.0970
H -0.472 5.208 3.264 0.0804
C -0.937 9.918 5.197 -0.0249
O -1.510 9.587 6.464 0.0135
C -2.268 10.552 6.985 -0.6254
O -2.496 11.617 6.474 0.1257
O -2.730 10.133 8.159 0.0059
C -3.564 11.080 8.835 -0.0348
H -0.356 9.057 4.885 0.0837
H -1.716 10.117 4.466 0.0789
H -0.282 10.782 5.282 0.1075
H -4.444 11.309 8.238 0.0970
H -3.014 11.994 9.045 0.0980
H -3.858 10.600 9.764 0.0935